The following is a quantum chemistry calculation of a molecular structure, C27H47Br20F3IN2 at a distorted geometry, from the OMol25 dataset.

CARTESIAN COORDINATES (ANGSTROEM)
F -1.764 3.797 3.593
C -2.903 3.799 2.745
F -3.505 5.069 2.781
F -2.504 3.493 1.426
C -3.908 2.691 3.297
C -3.615 1.246 2.682
C -2.185 0.652 3.060
C -1.134 0.130 2.072
N 0.155 -0.379 2.327
N 0.606 -0.474 3.570
C -0.267 -0.070 4.586
I 0.569 -0.273 6.622
C -1.687 0.523 4.552
H -3.876 2.644 4.432
H -4.966 2.998 2.957
H -3.678 1.275 1.532
H -4.413 0.525 3.055
H -1.438 0.158 0.959
H 0.767 -0.697 1.546
H -2.321 0.821 5.444
Br -0.605 0.039 -4.378
C -1.110 1.560 -3.273
C -0.945 1.248 -1.808
Br -2.397 0.119 -1.159
H -2.132 1.828 -3.547
H -0.436 2.366 -3.571
H -1.005 2.159 -1.211
H -0.014 0.729 -1.580
Br 2.244 1.616 -9.109
C 0.872 1.983 -7.773
C 1.305 3.080 -6.833
Br 2.595 2.424 -5.526
H 0.660 1.041 -7.267
H -0.006 2.290 -8.343
H 0.459 3.436 -6.243
H 1.768 3.924 -7.343
Br -2.317 6.089 8.369
C -2.599 5.628 6.497
C -4.062 5.408 6.201
Br -4.666 3.674 6.860
H -1.981 4.754 6.288
H -2.218 6.480 5.934
H -4.236 5.379 5.125
H -4.710 6.161 6.649
Br 1.903 -3.539 3.926
C 2.203 -4.924 5.265
C 2.878 -4.361 6.491
Br 4.777 -4.062 6.177
H 2.776 -5.715 4.782
H 1.210 -5.301 5.511
H 2.835 -5.073 7.315
H 2.456 -3.410 6.817
Br -1.254 -3.326 3.465
C -2.320 -4.878 3.973
C -1.628 -6.163 3.595
Br -1.781 -6.512 1.684
H -3.297 -4.760 3.505
H -2.430 -4.804 5.056
H -2.107 -7.014 4.079
H -0.564 -6.166 3.834
Br 0.353 -7.288 10.849
C 2.079 -7.894 10.178
C 2.571 -7.012 9.058
Br 1.635 -7.398 7.391
H 1.958 -8.937 9.885
H 2.752 -7.838 11.035
H 3.623 -7.211 8.846
H 2.440 -5.949 9.258
Br 3.886 -2.329 -7.884
C 5.122 -0.827 -7.777
C 6.128 -1.024 -6.670
Br 5.335 -0.671 -4.925
H 4.519 0.073 -7.657
H 5.620 -0.799 -8.747
H 6.945 -0.306 -6.761
H 6.540 -2.032 -6.634
Br -4.518 1.265 -4.428
C -5.581 -0.293 -3.935
C -4.878 -1.574 -4.308
Br -5.009 -1.922 -6.221
H -6.554 -0.178 -4.413
H -5.703 -0.222 -2.853
H -5.360 -2.429 -3.830
H -3.817 -1.573 -4.057
Br 0.116 4.283 -11.864
C 1.353 5.786 -11.766
C 2.356 5.598 -10.656
Br 1.559 5.964 -8.915
H 0.750 6.687 -11.655
H 1.853 5.806 -12.736
H 3.173 6.314 -10.750
H 2.766 4.589 -10.612
Br 4.511 1.660 0.863
C 4.240 1.187 -1.008
C 2.780 0.956 -1.306
Br 2.188 -0.779 -0.639
H 4.864 0.317 -1.210
H 4.617 2.039 -1.575
H 2.608 0.920 -2.384
H 2.126 1.708 -0.864

Results
* total energy: -53243.7508 a.u.
* lowest unoccupied orbital energy: -4.650 eV
* HOMO: -11.325 eV
* net charge: +1
* Kohn-Sham gap: 6.68 eV



The following is a quantum chemistry calculation of a gas-phase ion, C27H47Cl2N2O3 (charge +1) at a distorted geometry, from the OMol25 dataset.

CARTESIAN COORDINATES (ANGSTROEM)
C -3.930 -3.730 -6.362
C -3.341 -2.554 -6.551
C -3.919 -1.298 -6.004
O -5.094 -1.107 -5.838
O -2.973 -0.347 -5.759
C -3.280 0.529 -4.665
C -2.014 1.254 -4.269
C -0.923 0.314 -3.715
C -0.845 0.334 -2.185
C -0.400 1.691 -1.609
C 0.994 1.822 -0.978
C 1.209 1.178 0.397
O -0.044 1.171 1.049
C 0.069 1.172 2.456
C 0.204 2.597 3.008
C -1.178 3.195 3.282
C -1.832 2.654 4.569
C -3.118 1.863 4.319
C -3.830 1.454 5.616
C 1.199 0.254 2.947
N 1.640 -0.775 1.919
C 0.654 -1.882 1.962
Cl -0.843 -1.683 1.181
C 0.956 -2.954 2.689
C 2.230 -3.109 3.479
Cl -0.149 -4.253 2.813
C 2.018 -0.163 0.523
C 3.503 0.287 0.512
C 4.125 0.838 1.767
N 4.882 1.841 1.703
C 1.897 -1.268 -0.564
C 2.723 -2.531 -0.188
C 2.353 -0.874 -1.982
C 2.311 -2.085 -2.937
H -4.555 -3.898 -5.494
H -3.796 -4.527 -7.082
H -2.391 -2.445 -7.063
H -3.732 -0.022 -3.837
H -4.022 1.255 -5.003
H -2.296 1.988 -3.508
H -1.634 1.834 -5.110
H 0.044 0.564 -4.160
H -1.183 -0.697 -4.038
H -0.236 -0.502 -1.851
H -1.859 0.125 -1.826
H -1.153 2.058 -0.916
H -0.393 2.412 -2.431
H 1.800 1.617 -1.677
H 1.096 2.898 -0.802
H 1.824 1.898 0.958
H -0.871 0.763 2.827
H 0.761 2.569 3.949
H 0.727 3.219 2.278
H -1.846 2.971 2.445
H -1.109 4.281 3.340
H -1.147 1.995 5.115
H -2.092 3.470 5.247
H -2.912 0.963 3.730
H -3.808 2.458 3.714
H -4.629 2.148 5.870
H -3.139 1.344 6.453
H -4.316 0.485 5.483
H 0.811 -0.333 3.778
H 2.045 0.816 3.334
H 2.512 -1.165 2.278
H 2.237 -4.050 4.020
H 3.129 -3.068 2.859
H 2.305 -2.315 4.229
H 4.156 -0.502 0.138
H 3.551 1.092 -0.222
H 3.957 0.327 2.724
H 5.273 2.070 2.616
H 0.872 -1.609 -0.682
H 2.213 -3.440 -0.493
H 3.724 -2.494 -0.617
H 2.887 -2.631 0.884
H 1.696 -0.142 -2.435
H 3.372 -0.483 -1.994
H 1.471 -2.746 -2.718
H 2.163 -1.725 -3.955
H 3.238 -2.655 -2.936

Results
* total energy: -2312.2647 a.u.
* lowest unoccupied orbital energy: -2.502 eV
* SMILES string: [H]/N=C/C[C@]1([C@H](C)CC)[C@@H](CCCCCCOC(=O)C=C)O[C@H](CCCCC)C[N@H+]1/C(Cl)=C(\C)Cl
* HOMO: -11.525 eV
* net charge: +1
* Kohn-Sham gap: 9.02 eV



The following is a quantum chemistry calculation of 10 unconnected molecules or ions with the total composition C27H47F6NO13P at a distorted geometry, from the OMol25 dataset.

CARTESIAN COORDINATES (ANGSTROEM)
P 0.882 -2.059 0.038
F 1.353 -2.360 -1.510
F -0.399 -3.077 -0.087
F 1.697 -3.414 0.451
F 0.670 -1.841 1.697
F 2.256 -1.238 0.074
F 0.069 -0.785 -0.532
O -5.423 1.893 3.577
C -5.315 1.482 2.437
O -4.320 0.666 2.054
C -4.384 0.442 0.570
C -5.124 1.586 0.102
C -6.198 1.844 1.265
H -4.813 -0.504 0.240
H -3.363 0.544 0.202
H -5.587 1.357 -0.859
H -4.568 2.515 -0.021
H -7.093 1.225 1.205
H -6.465 2.867 1.528
O -5.302 -4.048 -2.797
C -4.417 -3.346 -3.376
O -4.336 -2.019 -3.222
C -3.608 -1.391 -4.291
C -2.842 -2.490 -4.921
C -3.526 -3.804 -4.484
H -2.917 -0.595 -4.013
H -4.366 -1.084 -5.011
H -1.825 -2.512 -4.531
H -2.796 -2.392 -6.006
H -3.012 -4.735 -4.242
H -4.254 -4.073 -5.249
O -1.363 5.588 -0.096
C -0.847 4.826 0.713
O -1.503 4.251 1.763
C -0.589 3.600 2.656
C 0.723 4.061 2.261
C 0.660 4.347 0.771
H -0.683 2.514 2.661
H -0.704 4.032 3.650
H 1.634 3.495 2.457
H 0.919 4.932 2.886
H 0.703 3.467 0.129
H 1.365 5.038 0.308
O -0.235 1.909 -8.317
C 0.225 2.263 -7.220
O 1.067 1.517 -6.454
C 1.275 2.141 -5.130
C 0.619 3.544 -5.225
C -0.339 3.455 -6.395
H 2.304 2.403 -4.886
H 0.947 1.505 -4.307
H 1.281 4.380 -5.452
H 0.113 3.874 -4.318
H -0.631 4.398 -6.858
H -1.230 3.059 -5.909
O 4.409 5.725 -2.565
C 5.125 4.891 -2.001
O 4.671 3.701 -1.517
C 5.755 3.033 -0.799
C 6.615 4.186 -0.421
C 6.555 5.086 -1.535
H 6.136 2.195 -1.382
H 5.359 2.424 0.013
H 7.640 3.834 -0.305
H 6.361 4.653 0.531
H 7.224 4.892 -2.374
H 6.627 6.149 -1.306
C 7.311 -3.026 -0.048
O 5.977 -3.585 0.016
H 7.361 -2.197 -0.754
H 7.528 -2.603 0.933
H 8.146 -3.633 -0.397
H 5.317 -2.893 0.101
C 1.996 -6.085 3.515
O 0.623 -5.649 3.633
H 2.168 -6.746 2.666
H 2.747 -5.303 3.410
H 2.286 -6.581 4.442
H 0.600 -4.885 3.053
C -3.174 -7.231 1.644
O -2.090 -7.937 2.190
H -3.827 -7.908 1.093
H -3.754 -6.724 2.414
H -2.717 -6.466 1.016
H -1.577 -7.274 2.657
N -1.408 -0.706 6.038
C -1.224 -1.785 6.855
C -1.134 -1.389 8.187
C -1.386 -0.067 8.160
C -1.703 0.328 6.874
H -1.395 -0.633 5.031
H -1.140 -2.769 6.419
H -0.924 -2.038 9.025
H -1.473 0.491 9.081
H -1.996 1.271 6.436

Results
* total energy: -3030.6097 a.u.
* lowest unoccupied orbital energy: 1.778 eV
* HOMO: -6.087 eV
* net charge: -1
* Kohn-Sham gap: 7.87 eV
* relative energy (zero: lowest compared OMol25 entry of this formula, charge and spin): 372.3 kJ/mol



The following is a quantum chemistry calculation of a molecular structure, C27H47FFeN10OP2S at a distorted geometry, from the OMol25 dataset.

CARTESIAN COORDINATES (ANGSTROEM)
Fe -0.979 -0.454 0.231
C -5.134 -3.730 0.146
C -4.484 -2.910 -0.904
N -4.902 -2.738 -2.108
N -4.022 -1.852 -2.680
C -3.060 -1.457 -1.861
S -1.822 -0.327 -2.122
N -3.334 -2.133 -0.713
N -2.509 -2.064 0.414
H -6.002 -4.214 -0.294
H -5.476 -3.105 0.973
H -4.467 -4.502 0.534
H -4.134 -1.589 -3.649
H -1.998 -2.944 0.502
H -3.090 -1.959 1.247
F 0.899 -0.524 5.926
C 0.406 -0.316 4.714
C 0.108 -1.409 3.921
C -0.354 -1.174 2.629
C -0.518 0.130 2.177
C -0.250 1.211 2.996
C 0.219 0.991 4.281
H 0.227 -2.411 4.314
H -0.573 -2.044 2.014
H -0.402 2.232 2.665
H 0.433 1.811 4.954
O 0.506 -1.471 -0.354
P 2.037 -1.478 -0.542
N 2.844 -2.042 0.740
C 3.877 -1.323 1.526
C 3.788 -1.966 2.906
C 3.400 -3.413 2.586
C 2.393 -3.265 1.448
N 2.513 0.065 -0.805
C 3.708 0.459 -1.582
C 3.428 1.911 -1.957
C 2.590 2.422 -0.782
C 1.699 1.228 -0.438
N 2.429 -2.431 -1.772
C 1.637 -2.502 -3.025
C 2.606 -3.101 -4.041
C 3.541 -3.962 -3.184
C 3.728 -3.139 -1.914
H 3.693 -0.249 1.533
H 4.865 -1.496 1.093
H 3.009 -1.484 3.501
H 4.730 -1.893 3.446
H 2.976 -3.946 3.436
H 4.276 -3.965 2.245
H 1.382 -3.112 1.839
H 2.367 -4.125 0.776
H 3.834 -0.177 -2.457
H 4.608 0.379 -0.966
H 2.849 1.957 -2.882
H 4.344 2.480 -2.099
H 2.018 3.315 -1.037
H 3.236 2.656 0.066
H 0.764 1.245 -1.035
H 1.429 1.200 0.621
H 1.261 -1.517 -3.313
H 0.776 -3.158 -2.872
H 3.172 -2.317 -4.546
H 2.081 -3.683 -4.796
H 4.491 -4.160 -3.675
H 3.068 -4.917 -2.953
H 4.550 -2.429 -2.034
H 3.941 -3.748 -1.037
C -2.670 5.279 1.071
N -1.677 4.931 -0.059
C -2.423 5.018 -1.405
N -3.579 4.197 -1.378
C -4.484 4.589 -0.296
N -3.814 4.445 0.997
C -3.569 3.054 1.361
P -2.405 2.209 0.160
C -1.108 3.560 0.137
C -3.298 2.765 -1.389
H -2.946 6.324 0.933
H -2.145 5.159 2.017
H -0.924 5.621 -0.054
H -1.730 4.701 -2.182
H -2.691 6.063 -1.553
H -5.373 3.963 -0.319
H -4.785 5.627 -0.433
H -4.517 2.516 1.357
H -3.169 2.994 2.375
H -0.405 3.353 -0.671
H -0.551 3.542 1.074
H -4.245 2.226 -1.446
H -2.717 2.497 -2.271

Results
* total energy: -4123.4464 a.u.
* spin multiplicity: 6
* lowest unoccupied orbital energy (alpha / beta): -7.450 / -9.981 eV
* expectation value of S²: 8.7620
* HOMO (alpha / beta): -16.144 / -16.158 eV
* net charge: +3
* Kohn-Sham gap (alpha / beta): 8.69 / 6.18 eV



The following is a quantum chemistry calculation of 2 unconnected molecules or ions with the total composition C27H47IN5O3S2 at a distorted geometry, from the OMol25 dataset.

CARTESIAN COORDINATES (ANGSTROEM)
C -2.717 -1.804 -0.030
C -2.241 -0.372 0.164
N -1.331 -0.086 -0.988
C -0.571 1.191 -0.888
C 0.069 1.552 -2.236
C 0.782 0.455 -3.023
O 0.935 0.919 -4.367
C 0.328 1.280 0.353
C 1.593 0.407 0.328
C 1.440 -1.116 0.568
C 2.493 -1.952 -0.194
C 2.059 -2.372 -1.593
O 2.340 -3.756 -1.810
C 1.452 -4.270 -2.725
O 1.810 -4.664 -3.813
C 0.714 2.806 0.387
C 2.121 3.177 -0.071
C 2.361 4.698 -0.274
S 1.017 5.815 0.249
C 0.341 6.205 -1.376
S 0.901 7.371 -2.304
N -0.711 5.334 -1.747
C -1.756 4.920 -0.945
C -2.456 4.085 -1.733
N -1.887 3.944 -2.963
C -0.838 4.723 -2.946
C -0.563 1.086 1.626
C 0.302 1.019 2.883
C -0.472 1.297 4.160
C 0.446 1.419 5.369
N 1.364 2.542 5.144
C -1.690 0.003 1.566
I -1.265 -1.790 2.759
H -3.228 -1.825 -0.998
H -1.894 -2.508 -0.101
H -3.461 -2.083 0.701
H -3.130 0.229 0.001
H -1.941 0.038 -1.799
H -0.741 -0.882 -1.238
H -1.338 1.946 -0.728
H 0.745 2.391 -2.156
H -0.743 1.887 -2.882
H 0.233 -0.488 -3.074
H 1.794 0.282 -2.687
H 0.197 0.606 -4.893
H 2.226 0.762 1.132
H 2.162 0.535 -0.585
H 1.619 -1.334 1.613
H 0.459 -1.528 0.331
H 3.404 -1.362 -0.232
H 2.635 -2.869 0.364
H 0.990 -2.197 -1.739
H 2.641 -1.824 -2.331
H 0.415 -4.320 -2.377
H 0.552 3.232 1.369
H 0.023 3.324 -0.273
H 2.825 2.840 0.683
H 2.421 2.675 -0.985
H 3.231 5.008 0.290
H 2.600 4.907 -1.311
H -1.914 5.240 0.062
H -3.347 3.575 -1.415
H -0.181 4.817 -3.789
H -1.083 2.039 1.733
H 0.914 0.125 2.922
H 0.997 1.849 2.792
H -1.300 0.619 4.341
H -0.919 2.289 4.035
H 1.037 0.511 5.452
H -0.159 1.588 6.256
H 0.877 3.422 5.252
H 2.103 2.528 5.833
H -2.532 0.419 2.097
C -0.858 -7.720 -0.970
C -1.448 -7.342 0.384
C -1.995 -5.909 0.417
C -0.931 -4.941 0.141
N -0.070 -4.201 -0.076
H -0.001 -7.092 -1.224
H -0.510 -8.752 -0.958
H -1.600 -7.624 -1.764
H -0.686 -7.458 1.156
H -2.259 -8.028 0.630
H -2.420 -5.684 1.396
H -2.782 -5.783 -0.329

Results
* total energy: -2650.2702 a.u.
* lowest unoccupied orbital energy: -3.196 eV
* HOMO: -11.207 eV
* net charge: +1
* Kohn-Sham gap: 8.01 eV



Please write out number 1 again, unchanged.
The following is a quantum chemistry calculation of a molecular structure, C27H47Br20F3IN2 at a distorted geometry, from the OMol25 dataset.

CARTESIAN COORDINATES (ANGSTROEM)
F -1.764 3.797 3.593
C -2.903 3.799 2.745
F -3.505 5.069 2.781
F -2.504 3.493 1.426
C -3.908 2.691 3.297
C -3.615 1.246 2.682
C -2.185 0.652 3.060
C -1.134 0.130 2.072
N 0.155 -0.379 2.327
N 0.606 -0.474 3.570
C -0.267 -0.070 4.586
I 0.569 -0.273 6.622
C -1.687 0.523 4.552
H -3.876 2.644 4.432
H -4.966 2.998 2.957
H -3.678 1.275 1.532
H -4.413 0.525 3.055
H -1.438 0.158 0.959
H 0.767 -0.697 1.546
H -2.321 0.821 5.444
Br -0.605 0.039 -4.378
C -1.110 1.560 -3.273
C -0.945 1.248 -1.808
Br -2.397 0.119 -1.159
H -2.132 1.828 -3.547
H -0.436 2.366 -3.571
H -1.005 2.159 -1.211
H -0.014 0.729 -1.580
Br 2.244 1.616 -9.109
C 0.872 1.983 -7.773
C 1.305 3.080 -6.833
Br 2.595 2.424 -5.526
H 0.660 1.041 -7.267
H -0.006 2.290 -8.343
H 0.459 3.436 -6.243
H 1.768 3.924 -7.343
Br -2.317 6.089 8.369
C -2.599 5.628 6.497
C -4.062 5.408 6.201
Br -4.666 3.674 6.860
H -1.981 4.754 6.288
H -2.218 6.480 5.934
H -4.236 5.379 5.125
H -4.710 6.161 6.649
Br 1.903 -3.539 3.926
C 2.203 -4.924 5.265
C 2.878 -4.361 6.491
Br 4.777 -4.062 6.177
H 2.776 -5.715 4.782
H 1.210 -5.301 5.511
H 2.835 -5.073 7.315
H 2.456 -3.410 6.817
Br -1.254 -3.326 3.465
C -2.320 -4.878 3.973
C -1.628 -6.163 3.595
Br -1.781 -6.512 1.684
H -3.297 -4.760 3.505
H -2.430 -4.804 5.056
H -2.107 -7.014 4.079
H -0.564 -6.166 3.834
Br 0.353 -7.288 10.849
C 2.079 -7.894 10.178
C 2.571 -7.012 9.058
Br 1.635 -7.398 7.391
H 1.958 -8.937 9.885
H 2.752 -7.838 11.035
H 3.623 -7.211 8.846
H 2.440 -5.949 9.258
Br 3.886 -2.329 -7.884
C 5.122 -0.827 -7.777
C 6.128 -1.024 -6.670
Br 5.335 -0.671 -4.925
H 4.519 0.073 -7.657
H 5.620 -0.799 -8.747
H 6.945 -0.306 -6.761
H 6.540 -2.032 -6.634
Br -4.518 1.265 -4.428
C -5.581 -0.293 -3.935
C -4.878 -1.574 -4.308
Br -5.009 -1.922 -6.221
H -6.554 -0.178 -4.413
H -5.703 -0.222 -2.853
H -5.360 -2.429 -3.830
H -3.817 -1.573 -4.057
Br 0.116 4.283 -11.864
C 1.353 5.786 -11.766
C 2.356 5.598 -10.656
Br 1.559 5.964 -8.915
H 0.750 6.687 -11.655
H 1.853 5.806 -12.736
H 3.173 6.314 -10.750
H 2.766 4.589 -10.612
Br 4.511 1.660 0.863
C 4.240 1.187 -1.008
C 2.780 0.956 -1.306
Br 2.188 -0.779 -0.639
H 4.864 0.317 -1.210
H 4.617 2.039 -1.575
H 2.608 0.920 -2.384
H 2.126 1.708 -0.864

Results
* total energy: -53243.7508 a.u.
* lowest unoccupied orbital energy: -4.650 eV
* HOMO: -11.325 eV
* net charge: +1
* Kohn-Sham gap: 6.68 eV



Q: Which of these has the lowest total energy?
A: C27H47Br20F3IN2



Q: What is the net charge in the second record?
A: +1